C52H78BGeN8ORuS | ωB97M-V/def2-TZVPD

Geometry (Å):
Ru1 -0.457555 -0.261097 0.098996
C1 -2.809685 1.647281 -3.976140
C2 -2.219903 0.978201 -2.739820
C3 -3.248654 0.942583 -1.602643
C4 -1.005414 1.719512 -2.254169
C5 -0.419155 2.848225 -2.809226
C6 0.505625 3.305166 -1.882184
C7 1.377253 4.507589 -2.190058
C8 0.531971 5.781676 -2.333201
C9 2.565965 4.777468 -1.283043
N1 0.466040 2.477282 -0.817206
N2 -0.434384 1.477324 -1.072809
B1 0.955377 2.639544 0.666764
N3 2.078125 1.621350 1.045034
N4 1.963924 0.294573 0.706867
C10 3.084615 -0.298018 1.127935
C11 3.910527 0.633657 1.758004
C12 3.229246 1.831305 1.738047
C13 3.726583 3.032519 2.520904
C14 4.417069 4.113984 1.690558
C15 2.702764 3.637141 3.482620
C16 3.414750 -1.766379 1.053637
C17 4.404123 -2.090752 -0.064185
C18 2.176006 -2.627641 0.962863
N5 -0.288592 2.457145 1.570470
N6 -0.925751 1.249129 1.672557
C19 -2.016701 1.459985 2.419033
C20 -2.082028 2.803673 2.794394
C21 -1.002644 3.415939 2.198319
C22 -0.711567 4.887251 2.156904
C23 -1.564247 5.530402 1.053136
C24 -0.977695 5.546081 3.509977
C25 -2.990295 0.414791 2.898277
C26 -2.284133 -0.513280 3.888238
C27 -3.704180 -0.360816 1.789865
H1 -3.688152 1.094401 -4.317301
H2 -2.094432 1.678071 -4.802280
H3 -3.121796 2.671381 -3.752949
H4 -1.931339 -0.042828 -3.002521
H5 -3.361261 1.938215 -1.164504
H6 -2.933922 0.256626 -0.817589
H7 -4.222845 0.606529 -1.954026
H8 -0.646615 3.306292 -3.760569
H9 1.775187 4.280993 -3.183134
H10 0.147199 6.095636 -1.360882
H11 -0.316253 5.635599 -3.004084
H12 1.147857 6.591897 -2.731022
H13 2.242697 5.214442 -0.338814
H14 3.236815 5.492042 -1.766269
H15 3.132285 3.870505 -1.064008
H16 1.390037 3.737825 0.810182
H17 4.854201 0.442300 2.251282
H18 4.503375 2.587803 3.144261
H19 3.692262 4.743710 1.183264
H20 5.087399 3.677357 0.946616
H21 5.012912 4.754049 2.345004
H22 1.996482 4.272809 2.955414
H23 3.214124 4.252761 4.225884
H24 2.141208 2.861515 4.009303
H25 3.914876 -1.994772 1.998908
H26 3.909435 -2.002870 -1.037578
H27 4.764377 -3.118237 0.029914
H28 5.269924 -1.423715 -0.039687
H29 1.578404 -2.377874 0.082493
H30 1.559526 -2.430214 1.841197
H31 2.425418 -3.691686 0.940252
H32 -2.859148 3.265144 3.384928
H33 0.331235 5.038728 1.902587
H34 -2.624989 5.442154 1.299260
H35 -1.401406 5.032672 0.094781
H36 -1.324986 6.591076 0.945010
H37 -2.039975 5.502265 3.764038
H38 -0.688591 6.598861 3.476096
H39 -0.414626 5.060193 4.309549
H40 -3.756976 0.971119 3.437021
H41 -1.465424 -1.019917 3.382018
H42 -2.979233 -1.259265 4.284561
H43 -1.870849 0.051213 4.727016
H44 -3.009834 -0.914956 1.166847
H45 -4.283430 0.310713 1.152902
H46 -4.395065 -1.087575 2.226981
C28 -2.213160 -4.476935 1.643845
S1 -0.712928 -3.520720 1.793884
C29 -0.692475 -3.400660 3.576495
O1 -1.067256 -2.141522 1.277245
H47 -2.242357 -5.219575 2.440867
H48 -2.196883 -4.971972 0.672115
H49 -3.050263 -3.780181 1.718776
H50 -0.414771 -4.377411 3.978265
H51 -1.673017 -3.090609 3.935988
H52 0.060966 -2.660667 3.845410
N7 4.248683 -0.218198 -4.214713
C30 4.673097 0.493510 -2.951967
C31 3.568951 1.469999 -2.579185
N8 2.265491 0.860103 -2.475931
C32 1.875588 0.107057 -3.647869
C33 2.912912 -0.918110 -4.065701
H53 4.962715 -0.876641 -4.511831
H54 4.151314 0.478272 -4.954323
H55 5.625010 0.986407 -3.147632
H56 4.802868 -0.261985 -2.183428
H57 3.535106 2.257102 -3.348999
H58 3.832413 1.947064 -1.634002
H59 2.107209 0.408667 -1.578335
H60 1.704796 0.803890 -4.482627
H61 0.944005 -0.409409 -3.440194
H62 2.675832 -1.384514 -5.019341
H63 3.033160 -1.685312 -3.302204
C34 -0.340304 -1.532266 -1.425223
Ge1 -1.433176 -2.765034 -2.427440
C35 -1.120149 -4.610997 -1.806015
C36 -2.002058 -5.656071 -2.107210
C37 -1.731481 -6.959989 -1.708356
C38 -0.559041 -7.249864 -1.017101
C39 0.346309 -6.233190 -0.744587
C40 0.063700 -4.927109 -1.139400
C41 -3.380432 -2.537299 -2.484917
C42 -4.015208 -1.742126 -3.442350
C43 -5.399699 -1.641648 -3.496344
C44 -6.183546 -2.332126 -2.582303
C45 -5.574219 -3.116993 -1.612612
C46 -4.187535 -3.216560 -1.568244
C47 -0.758524 -2.917403 -4.281118
C48 -1.481913 -2.663160 -5.448228
C49 -0.917636 -2.865715 -6.705785
C50 0.375628 -3.352468 -6.823099
C51 1.100622 -3.647373 -5.673575
C52 0.540276 -3.422224 -4.422086
H64 -2.914055 -5.453286 -2.659443
H65 -2.431123 -7.753798 -1.944648
H66 -0.348119 -8.266305 -0.705919
H67 1.271841 -6.455452 -0.224760
H68 0.771582 -4.134322 -0.924939
H69 -3.427757 -1.179845 -4.158200
H70 -5.866999 -1.019070 -4.249683
H71 -7.262652 -2.259481 -2.626127
H72 -6.178168 -3.659187 -0.895357
H73 -3.730061 -3.837530 -0.806839
H74 -2.510320 -2.330014 -5.391758
H75 -1.502333 -2.666421 -7.595042
H76 0.805956 -3.526258 -7.801717
H77 2.091532 -4.081127 -5.760019
H78 1.100489 -3.695321 -3.527532

Force components x, y, z for each atom (eV/Å):
0.1455 -0.6436 -0.4141
0.0141 -0.0011 -0.0949
0.0089 0.0842 0.0784
0.0221 -0.0096 -0.1078
0.0100 0.0220 -0.1174
-0.0821 0.0789 -0.0572
-0.0545 0.0237 -0.0270
-0.0848 0.0080 0.1693
0.0063 -0.0402 -0.0079
0.0480 -0.0130 0.0476
0.0498 0.0537 0.0100
0.0701 -0.2536 0.0702
0.0457 -0.1243 0.0734
-0.1691 0.0232 0.1332
0.1640 0.2011 -0.2056
0.0262 -0.0401 0.0650
0.0482 -0.0831 0.1469
0.0264 0.0160 -0.1023
-0.1109 0.0265 -0.0975
0.0161 -0.0432 0.0014
-0.0279 -0.1192 0.0088
-0.0315 0.0604 -0.1203
0.0220 0.0110 -0.0949
-0.0609 0.0260 0.1332
-0.1240 0.0170 -0.3333
-0.0997 0.0781 0.3971
0.0823 0.0601 0.0743
-0.3153 -0.0123 -0.1183
0.2151 -0.0184 0.1935
-0.1643 0.0245 0.0024
0.0274 -0.0173 0.0574
-0.0038 0.0398 -0.0104
0.1781 -0.1510 -0.1079
-0.0200 0.0862 -0.0108
-0.1077 0.1409 0.0442
0.0413 0.0615 0.0433
-0.0274 0.0100 0.0309
0.0033 -0.0540 -0.0236
0.0356 0.0092 0.1017
0.0085 -0.0347 0.0041
0.0278 -0.0220 0.0962
-0.0177 -0.0578 -0.0688
0.0036 -0.0325 0.1200
0.0197 -0.0299 -0.0774
-0.0019 -0.0182 -0.0145
0.0578 0.0014 0.0470
-0.0354 -0.0301 0.0322
0.0494 -0.0142 -0.0460
-0.0259 -0.0279 0.0139
-0.0411 0.0807 0.0770
-0.0065 -0.0917 0.0158
-0.1238 0.0060 -0.0365
0.0595 -0.0449 0.0279
-0.0596 0.0423 -0.0900
-0.0196 0.0278 0.0152
-0.0383 -0.0098 -0.0269
-0.1018 0.0269 -0.0332
-0.0159 -0.0150 -0.0417
0.0274 0.0515 -0.0323
0.0479 0.0093 0.0069
-0.0009 0.0213 0.0059
-0.0232 0.0515 -0.0183
-0.0337 -0.0240 -0.0111
0.0094 -0.0301 -0.0180
0.0356 -0.0469 -0.0400
-0.0077 0.0550 0.0139
0.0890 -0.0298 -0.0329
0.1846 -0.0072 -0.0456
0.0265 0.0067 -0.0166
0.0057 0.0138 -0.0050
-0.0040 -0.0357 0.0006
0.0644 -0.0082 0.0039
-0.0327 -0.0405 0.0130
-0.0223 0.0195 -0.0439
-0.0480 0.0540 0.0941
-0.0690 0.1167 0.0204
0.0122 0.0265 -0.0135
-0.0316 -0.0130 -0.0220
0.1053 -0.0737 -0.0899
0.0242 -0.0256 0.0252
0.0047 0.0512 0.0136
-0.1027 -0.0093 -0.1285
0.1464 0.0197 -0.3361
-0.0794 -0.0061 0.1465
0.0262 0.2821 0.1631
-0.0025 0.0082 -0.0446
-0.0476 0.0576 0.0266
0.0081 -0.0704 0.0562
-0.0071 0.0511 -0.0674
0.1251 -0.0763 0.0580
-0.0169 -0.0470 0.0242
-0.1310 0.0388 0.1941
-0.0225 -0.0170 -0.0710
-0.2371 0.0376 -0.0132
0.3954 -0.0092 -0.1691
0.1595 0.2637 0.2982
-0.0102 -0.0714 -0.0025
0.0807 -0.0859 -0.0366
0.0404 0.0324 -0.0879
0.0007 -0.0156 -0.0451
0.0104 -0.1360 0.0214
0.0006 0.0358 0.0799
-0.0081 -0.0477 -0.0192
-0.1798 -0.1286 -0.1524
-0.0424 -0.0107 0.0580
-0.2156 -0.1170 0.0066
0.0089 -0.0555 -0.0337
0.0713 -0.0143 0.0084
-0.2130 0.5784 0.3094
0.2689 -0.1646 -0.0796
-0.0032 -0.1616 0.0431
0.0581 0.0317 0.0824
0.0232 0.0502 -0.0135
-0.0045 0.0435 -0.0069
-0.0453 0.0705 -0.0245
-0.0678 -0.0905 0.0006
-0.1444 0.0861 0.0383
-0.0632 -0.0505 0.0600
0.0342 -0.0036 0.0440
0.0448 -0.0096 0.0215
0.0946 0.0204 -0.0183
-0.0524 0.1461 -0.0207
0.0888 0.0031 -0.1660
0.1276 -0.0151 0.0007
-0.0041 -0.0110 0.0723
-0.0106 0.0186 0.0355
-0.0090 0.0487 0.0218
-0.0366 -0.0046 0.0303
0.0176 0.0033 0.0307
0.0293 0.0378 0.0139
-0.0073 0.0391 -0.0178
-0.0262 0.0070 -0.0128
-0.0070 -0.0179 0.0535
-0.0840 -0.0043 0.0804
0.0009 -0.0113 -0.0077
0.0077 0.0017 0.0060
0.0059 0.0126 -0.0001
-0.0024 -0.0172 -0.0211
0.1098 -0.0470 -0.0658
0.0012 0.0144 -0.0001
-0.0104 -0.0173 0.0193
-0.0088 0.0149 0.0296
-0.0086 0.0529 -0.1257

Total charge = +1
ΔE to the lowest compared entry with this formula, charge and spin = 0.0 kJ/mol
E_tot = -139761.21383 eV
Lowest unoccupied orbital energy (alpha / beta) = -2.47 / -2.47 eV
Spin multiplicity = 5
Max |F| = 0.78 eV/A